Record 1
{
  "formula": "C44H33N9O7Sc",
  "method": "wB97M-V/def2-TZVPD",
  "species": ["O", "H", "N", "C", "H", "H", "O", "C", "H", "C", "H", "C", "C", "C", "C", "H", "C", "H", "H", "O", "N", "H", "H", "H", "C", "H", "C", "C", "C", "C", "H", "C", "N", "N", "H", "O", "C", "N", "C", "C", "O", "H", "C", "C", "C", "H", "H", "C", "C", "C", "C", "H", "C", "C", "H", "H", "C", "H", "C", "H", "N", "H", "C", "H", "H", "N", "C", "H", "O", "O", "C", "H", "H", "C", "C", "C", "C", "C", "H", "C", "C", "H", "C", "C", "N", "H", "H", "N", "C", "C", "C", "C", "Sc", "H"],
  "xyz": [[0.54259, 1.69527, -0.26987], [-1.02270, -2.71224, 2.55474], [5.37748, -6.15323, -5.28385], [-5.44009, -2.75224, 3.40678], [5.99685, -0.20600, -2.07656], [4.12530, -2.91180, -5.62463], [2.17059, -2.41224, 2.12446], [0.97554, 4.15887, 3.29168], [-3.66297, 2.50922, -0.98829], [2.54093, 5.70146, -2.44662], [4.10241, 4.25970, -2.13124], [3.05357, 4.49243, -1.99684], [4.77196, -5.34656, -4.72815], [-3.14630, 1.69789, -0.47784], [-2.01280, -3.40501, -0.87931], [6.36785, -1.81947, -0.22523], [-4.20301, -0.68207, 3.18043], [0.94633, -1.80727, -1.32716], [-5.45433, -3.83667, 3.41385], [0.87036, -0.88758, 1.18289], [3.76511, 0.94227, -2.70487], [2.83523, 5.23409, 3.35105], [2.04890, 0.36072, -0.77806], [4.09788, 3.37781, 2.25398], [5.17770, -0.53725, -1.45160], [-1.65412, 3.33185, 3.78205], [-3.08243, -0.76005, -0.12574], [4.28783, -1.71987, 0.44458], [-5.89075, -0.84812, -0.45016], [1.99971, -1.57477, 1.24433], [-1.09318, -3.54243, -0.31198], [-5.15184, -2.02716, -0.30715], [-1.51234, 1.62154, 2.65943], [-1.79107, -0.83003, 2.74674], [4.45579, -2.31439, 1.33635], [-3.10212, -3.16184, 0.02599], [3.90738, -0.01034, -1.72055], [-1.30777, 3.02117, -0.59342], [4.00257, -4.34581, -4.03153], [2.21339, 3.56219, -1.40125], [2.60807, 1.35039, -2.97384], [2.40005, -3.85062, -1.08886], [-1.05056, 2.68939, 3.14607], [-5.38937, 0.03236, 3.34391], [-6.60102, -2.02922, 3.57506], [0.38232, 4.93557, 3.76044], [-0.71892, 5.23448, -1.61868], [-2.90800, -0.03900, 2.96385], [2.65908, -0.50193, -1.02739], [0.37474, 2.97834, 2.89436], [1.18446, 5.97675, -2.30639], [-7.49824, -0.07412, 3.66852], [2.97391, -2.17427, -3.96905], [-3.78271, -1.98702, -0.16460], [-3.07253, -3.76562, 2.91611], [-5.34391, 1.11318, 3.30302], [0.34202, 5.04576, -1.72064], [0.78310, 6.91505, -2.67122], [0.85620, 3.83622, -1.25807], [-6.96599, -0.89016, -0.57022], [-2.80120, 1.24946, 2.98630], [2.77439, -1.21356, -4.43252], [2.33503, 4.31898, 3.06136], [1.25320, -0.67769, -2.66052], [2.59124, 2.59949, -1.07998], [1.05282, 1.99356, 2.29987], [2.35070, 2.14699, 2.08000], [3.19355, 6.42120, -2.92661], [4.75712, 1.38088, -3.33530], [-1.79422, -0.75633, 0.05182], [-1.90535, -2.11280, 2.76286], [-1.86842, -2.57511, -1.56724], [-7.53687, -2.55223, 3.72848], [2.76323, -3.65315, -2.09152], [1.72287, -1.36263, -1.95608], [-3.83593, 0.42479, -0.31414], [3.03027, -1.26479, 0.22952], [3.73083, -3.11977, -4.63811], [-5.77285, 1.28537, -0.62694], [-5.22526, 0.35937, -0.47833], [-0.01947, 2.79618, -0.65682], [3.74426, -5.55480, -2.27874], [3.51681, -4.60718, -2.75098], [-6.57978, -0.63310, 3.54350], [-1.92584, 1.85803, -0.14576], [-2.23304, -4.31097, -1.44408], [-5.63594, -2.99757, -0.31409], [-3.04679, -2.76614, 3.02262], [5.38364, -1.41464, -0.42238], [3.03787, 3.29513, 2.45204], [-4.23856, -2.07557, 3.20825], [2.47506, -2.42555, -2.69068], [-0.48290, 0.46335, 0.93643], [2.85144, 1.32322, 1.57796]],
  "lowdin_charge": [-0.15, 0.16, 0.12, -0.02, 0.11, 0.11, 0.02, -0.01, 0.13, -0.10, 0.11, -0.06, -0.20, -0.06, -0.05, 0.08, -0.08, 0.11, 0.12, -0.15, -0.39, 0.11, 0.09, 0.11, -0.03, 0.13, -0.29, -0.04, -0.10, -0.56, 0.09, -0.01, -0.06, 0.11, 0.11, -0.11, -0.17, 0.09, -0.25, -0.03, -0.04, 0.12, -0.04, -0.01, -0.08, 0.11, 0.10, -0.28, -0.18, -0.25, -0.10, 0.10, -0.01, -0.24, 0.16, 0.12, -0.04, 0.09, -0.13, 0.09, 0.11, 0.12, -0.05, 0.11, 0.10, 0.09, -0.07, 0.09, -0.06, -0.15, -0.11, 0.10, 0.10, -0.01, -0.07, -0.13, -0.14, -0.03, 0.11, -0.06, -0.41, 0.11, -0.03, -0.08, -0.06, 0.09, 0.12, 0.14, -0.11, -0.03, -0.18, -0.19, 0.97, 0.13],
  "charge": -1,
  "gap_ha": 0.1652
}


Record 2
{
  "formula": "C6H14CrO10",
  "method": "wB97M-V/def2-TZVPD",
  "species": ["H", "H", "O", "C", "O", "C", "C", "O", "H", "H", "C", "O", "H", "O", "H", "H", "O", "O", "H", "H", "H", "O", "H", "O", "Cr", "H", "H", "H", "C", "O", "C"],
  "xyz": [[0.14969, 9.90637, -4.24601], [-2.38502, 6.47452, -7.95783], [-3.03843, 9.84396, -7.42006], [-0.20170, 10.57224, -5.03421], [-1.57284, 5.26497, -3.83717], [-3.86994, 10.45841, -8.04116], [-1.55564, 11.19041, -4.72390], [0.41898, 5.79110, -4.48377], [-4.41682, 7.86595, -4.17481], [0.61257, 11.28347, -5.17286], [-3.97148, 6.41523, -7.00278], [-1.19639, 7.27032, -4.55581], [-1.89244, 11.77744, -5.57834], [-3.53271, 11.16592, -9.14637], [0.16082, 10.07097, -6.93719], [-5.45895, 6.50916, -5.36632], [-0.40471, 9.73509, -6.23794], [-2.72354, 6.91731, -7.17620], [-1.51063, 11.83738, -3.84784], [-3.92527, 5.80361, -4.96583], [-4.46509, 7.05033, -7.73837], [-2.50582, 10.16874, -4.46544], [-4.32717, 11.59232, -9.47595], [-5.00404, 10.65737, -7.59806], [-2.18528, 8.60215, -5.87771], [0.90926, 6.61426, -4.54417], [-3.99896, 5.40215, -7.40404], [-3.33293, 10.52173, -4.12945], [-4.38767, 6.60370, -5.54386], [-4.09039, 7.88356, -5.07744], [-0.82335, 6.14286, -4.22124]],
  "lowdin_spin": [0.00, 0.00, 0.02, 0.01, 0.00, 0.00, 0.00, 0.00, 0.00, 0.00, 0.00, 0.03, 0.00, 0.00, 0.00, 0.00, 0.04, 0.04, 0.00, 0.00, 0.00, 0.04, 0.00, 0.01, 3.76, 0.00, 0.00, 0.00, 0.00, 0.03, 0.00],
  "spin_multiplicity": 5,
  "charge": 0,
  "gap_ha": [0.2963, 0.3090],
  "relative_energy_ev": 0.825
}


Record 3
{
  "formula": "C20H38F3N13O20S",
  "method": "wB97M-V/def2-TZVPD",
  "species": ["C", "H", "O", "O", "N", "O", "F", "H", "S", "H", "C", "N", "N", "H", "H", "N", "H", "C", "O", "H", "H", "O", "H", "H", "F", "H", "C", "H", "C", "N", "N", "H", "O", "O", "N", "C", "N", "H", "H", "O", "N", "C", "O", "C", "C", "H", "H", "H", "C", "H", "H", "C", "H", "H", "H", "H", "C", "O", "O", "C", "O", "H", "H", "O", "H", "C", "N", "C", "O", "F", "H", "H", "C", "O", "H", "H", "N", "O", "C", "H", "O", "N", "C", "H", "O", "O", "C", "O", "H", "N", "C", "H", "H", "H", "H"],
  "xyz": [[1.96600, -2.50247, -4.62025], [-0.42230, 3.93611, -6.11388], [2.85485, 0.12410, 5.56352], [2.61915, -1.40912, 4.06027], [2.52820, -1.06670, -0.59855], [5.77904, -1.96470, 5.24422], [2.09522, -5.54516, -2.86671], [3.25254, 0.66416, 2.63672], [1.03438, 1.17537, -4.29442], [-4.19173, 6.54926, -0.45044], [2.33429, -1.47431, -1.96137], [6.02910, -2.45469, 6.32679], [1.51173, 0.73949, -2.78371], [-4.83517, -2.52829, -0.88946], [-2.02589, 3.92288, -5.31097], [-5.45993, 5.39327, -1.66597], [-0.06714, -1.77448, -0.91775], [-1.24513, 4.54212, -5.74501], [-5.09868, 6.06152, -2.61775], [-4.36380, 4.83303, 0.02158], [0.65460, 3.06745, -0.10086], [-2.27833, 4.57393, -7.80715], [4.72834, -0.15544, 3.24482], [4.17573, 1.36804, 3.99688], [2.31866, -5.27986, -4.99964], [9.96694, -0.14935, 3.29535], [3.86645, 0.45078, 3.50867], [3.62616, -2.39055, 1.37641], [-4.17004, -3.35775, -1.11833], [-1.54958, 7.32071, -2.49941], [3.04432, -0.34139, 4.45884], [4.04130, -3.13719, 6.40118], [-6.20844, -5.81125, 0.54065], [-0.38407, 7.48365, -2.78100], [-5.88133, -0.58348, 2.09145], [0.35372, -2.15269, 0.02883], [-1.83445, 5.25730, -6.90966], [2.02405, -2.54449, 2.24612], [0.22888, -3.24768, 0.00364], [-6.25437, 4.48056, -1.70921], [-3.14565, -3.41793, -0.04277], [0.14975, 3.95949, -0.46339], [-1.83166, 6.47396, -6.88209], [1.85561, -1.86830, 0.16930], [-2.55715, 7.54823, -3.57141], [-6.73700, -5.43252, 3.46916], [5.25612, -4.20357, 7.16922], [-4.41403, -1.73340, 3.03561], [2.40753, -3.31993, -3.61167], [-0.24095, -1.71642, 0.84630], [-3.09708, 6.61839, -3.71815], [1.84196, -0.53938, -2.95910], [-2.03852, 7.84163, -4.47842], [4.76206, -2.67866, 7.97293], [-0.66657, 4.24564, 0.19404], [-4.70525, -4.30418, -1.11180], [2.71594, -4.79001, -3.81745], [-1.24914, 2.72779, -1.82231], [-5.91350, 0.61901, 1.93637], [1.67907, -1.13182, -4.29206], [-6.32475, -1.40910, 1.31694], [-5.70441, 5.98550, 0.32235], [-6.00025, -1.66822, 3.87238], [7.23953, 1.01334, 3.74724], [0.84993, 4.77817, -0.58969], [-5.92915, -5.79306, 2.83810], [-0.43832, 3.62956, -1.78760], [4.93033, -3.17737, 7.02245], [-0.06883, 4.28323, -2.74401], [4.04873, -4.98863, -3.64984], [-3.67247, -3.20226, -2.06954], [1.83364, -2.85680, -5.64459], [2.60514, -2.79030, -2.26599], [8.10104, 0.81296, 1.77695], [8.76629, -0.66213, 4.51938], [2.46854, -3.71181, 1.00119], [8.01938, 0.52664, 2.95289], [-1.98035, -3.29226, -0.36152], [2.56150, -2.64290, 1.28933], [-3.22271, 8.33725, -3.23295], [-1.96937, 6.98141, -1.40487], [1.22701, -0.18074, -5.14781], [8.95612, -0.51183, 3.46164], [2.97424, -3.48488, -1.50437], [-3.54798, -3.59015, 1.09203], [-7.32501, -7.24125, 1.71122], [-4.88084, 5.71979, -0.33505], [7.10133, -2.40521, 6.89224], [-4.90015, -0.26063, 3.92668], [-6.53866, -6.32641, 1.58999], [-5.24659, -1.10011, 3.33371], [8.76847, -1.42341, 2.90115], [-5.25184, -4.98579, 2.57628], [-5.39250, -6.60850, 3.31534], [-0.89187, 5.27516, -5.02843]],
  "lowdin_charge": [0.05, 0.10, 0.07, 0.03, 0.12, 0.05, 0.12, 0.10, 0.99, 0.07, -0.22, -0.44, -0.18, 0.10, 0.11, -0.44, 0.08, 0.04, 0.05, 0.10, 0.10, 0.07, 0.09, 0.10, 0.15, 0.10, 0.05, 0.08, 0.06, -0.44, -0.44, 0.09, 0.06, 0.08, -0.45, -0.04, -0.45, 0.06, 0.08, 0.08, -0.41, 0.05, 0.05, -0.36, 0.04, 0.10, 0.10, 0.09, -0.10, 0.09, 0.08, -0.32, 0.09, 0.10, 0.10, 0.09, -0.56, 0.05, 0.07, -0.31, 0.05, 0.10, 0.10, 0.05, 0.10, 0.05, -0.44, 0.05, 0.03, 0.13, 0.10, 0.13, 0.04, 0.07, 0.09, 0.09, -0.45, 0.04, -0.04, 0.10, 0.03, -0.24, 0.05, 0.13, 0.05, 0.07, 0.05, 0.07, 0.09, -0.45, 0.04, 0.10, 0.07, 0.10, 0.07],
  "charge": 0,
  "gap_ha": 0.2785
}


| no. | E_tot (hartree) |
| --- | --- |
| 1 | -3476.92194 |
| 2 | -2033.91903 |
| 3 | -3698.31945 |